# 1
ORCA calculation (wB97M-V/def2-TZVPD) on a molecular structure, C30H75BaN6O13 in a non-equilibrium geometry.

```
125
Properties=species:S:1:pos:R:3:forces:R:3
Ba -3.0833 -1.8258 -2.2739 -0.697 0.466 -0.403
N -0.1778 1.9839 2.1145 -1.544 -2.351 0.529
O -1.0155 1.9433 3.0349 -0.012 0.950 0.496
O -0.3828 1.1661 1.1711 0.033 -0.361 -1.582
O 0.8272 2.6427 2.1360 1.152 1.384 0.064
C 2.6858 0.0309 6.1796 0.196 0.733 -1.161
O 2.8880 1.1481 6.9743 0.108 -0.320 3.800
C 3.1420 0.7280 8.3790 -0.338 2.092 -0.498
C 3.3011 1.9529 9.3359 0.370 0.868 -0.942
N 2.6463 3.2633 8.8757 -0.206 -3.216 1.211
C 1.1758 2.9817 9.0467 1.874 2.087 -3.341
C 0.4731 4.1567 8.3368 -2.627 0.339 1.229
O 0.7125 4.4431 6.9678 -1.142 0.556 -0.521
C -0.3932 5.2518 6.3924 0.428 -0.533 -0.164
H 3.6024 -0.5567 6.2300 -0.179 -0.650 -0.392
H 2.5370 0.5040 5.2089 0.250 -0.562 -0.428
H 1.7700 -0.5306 6.3642 0.011 -0.253 0.541
H 4.0777 0.1813 8.4963 0.031 -0.344 -0.554
H 2.3511 0.1451 8.8510 -0.426 -0.413 -0.880
H 4.3699 2.0592 9.5216 0.041 0.639 -0.239
H 2.9053 1.6242 10.2969 -0.296 0.020 0.271
H 2.8261 3.9131 9.6277 0.440 0.369 0.056
H 0.9672 2.8100 10.1027 -0.808 0.048 -0.198
H 0.8785 2.2199 8.3260 0.426 -0.923 0.698
H 0.4110 5.0703 8.9279 0.762 0.424 0.163
H -0.5625 3.8236 8.4048 -0.632 -0.015 -0.078
H -0.3196 6.3257 6.5639 0.459 -0.005 0.550
H -1.4128 4.9604 6.6446 0.130 -0.480 1.032
H -0.4970 5.1633 5.3109 1.150 -0.464 -0.146
C 5.6485 -1.9238 -6.0955 -0.266 0.357 0.274
O 4.3904 -2.1265 -5.4304 0.188 -1.239 -0.172
C 3.8630 -0.9634 -4.8776 -0.281 1.392 0.085
C 2.4764 -1.0582 -4.1762 0.541 -1.460 -1.922
N 1.3528 -1.4188 -5.1492 0.917 1.059 -1.008
C 1.1810 -0.3775 -6.2199 -1.795 1.354 1.835
C 0.7530 0.9860 -5.6015 0.909 -0.589 -1.325
O -0.2445 0.9992 -4.6003 0.150 1.161 0.191
C -0.3163 2.3880 -4.1476 -0.217 -0.488 0.641
H 6.3177 -1.2168 -5.6051 -0.301 0.306 0.561
H 5.4742 -1.4956 -7.0825 0.026 -0.338 -0.269
H 6.2376 -2.8409 -6.1036 -0.584 -0.221 -0.312
H 3.7042 -0.2387 -5.6762 0.403 0.450 -0.177
H 4.6300 -0.5905 -4.1987 -0.237 0.513 0.360
H 2.2245 -0.1002 -3.7212 0.169 -0.258 0.222
H 2.5950 -1.8817 -3.4721 -0.571 0.204 0.358
H 1.6865 -2.1490 -5.7621 0.284 -1.011 0.640
H 0.3778 -0.6105 -6.9188 -0.057 -0.861 0.193
H 2.0237 -0.1119 -6.8582 0.433 -0.327 0.184
H 0.4249 1.5636 -6.4657 -0.171 0.374 -0.059
H 1.6865 1.4515 -5.2851 -0.082 0.327 0.618
H 0.6581 2.7120 -3.7820 0.105 -0.004 -0.180
H -0.9910 2.4989 -3.2987 -0.086 -0.556 0.044
H -0.6920 3.0953 -4.8870 0.195 -0.294 -0.509
C -3.6221 -3.8866 -6.3140 -0.507 0.104 0.215
O -4.2887 -2.7620 -5.6604 0.780 -1.625 0.598
C -5.3449 -2.3588 -6.4772 -0.443 2.119 -1.426
C -6.0016 -0.9804 -6.0105 2.259 -3.132 -0.397
N -6.3267 -1.1393 -4.5880 -0.466 -0.399 -1.642
C -7.0349 0.0546 -4.3034 -0.243 1.309 2.976
C -7.1792 0.1644 -2.7512 0.083 2.495 -1.797
O -5.8668 0.5259 -2.2600 -0.355 -2.610 -1.781
C -5.9468 1.1029 -1.0235 0.452 0.971 1.195
H -4.2456 -4.7286 -6.6146 -0.976 0.025 0.751
H -2.9117 -4.3068 -5.6021 0.401 0.381 -0.424
H -3.2854 -3.6278 -7.3178 0.963 0.650 0.337
H -6.0406 -3.1694 -6.6939 -0.380 -0.056 0.531
H -4.8568 -2.1565 -7.4306 -0.339 0.211 -0.555
H -6.8216 -0.7003 -6.6718 -0.288 -0.198 0.100
H -5.2215 -0.2317 -6.1480 -0.023 0.154 0.280
H -7.1010 -1.7877 -4.5976 0.298 -1.148 0.258
H -8.0194 0.1120 -4.7677 -0.111 0.041 -0.156
H -6.3960 0.8513 -4.6843 -0.421 0.561 0.421
H -7.8014 -0.5900 -2.2697 0.938 -0.918 0.207
H -7.7795 1.0496 -2.5410 -0.218 0.319 -0.192
H -4.9833 1.5860 -0.8610 -0.060 0.111 0.383
H -6.1312 0.3559 -0.2514 -0.230 0.162 0.338
H -6.7236 1.8662 -1.0687 -0.044 0.134 0.609
C 8.1775 8.5719 4.4056 0.514 -0.629 -0.883
O 7.8957 7.3231 3.7357 0.115 0.751 0.867
C 8.6488 7.2592 2.5591 0.029 -1.111 -0.473
C 8.5269 5.9111 1.8729 -2.585 0.392 -0.287
N 7.0620 5.5971 1.5770 1.875 -0.485 0.830
C 6.9758 4.3628 0.7990 -0.144 0.197 -0.176
C 7.7425 3.1365 1.3372 -0.445 0.047 -0.410
O 7.4503 2.9652 2.6892 -0.822 -0.101 0.452
C 8.0159 1.8168 3.3000 0.426 1.208 -0.451
H 8.0679 9.3580 3.6585 -0.396 0.422 0.224
H 9.2298 8.6054 4.6876 0.230 -0.126 0.202
H 7.5865 8.7384 5.3062 -0.304 -0.336 -0.384
H 9.7218 7.2869 2.7485 0.304 0.835 0.234
H 8.3369 8.0194 1.8429 0.100 0.510 0.030
H 8.9871 5.1658 2.5216 -0.245 -0.275 -0.365
H 8.9561 5.9980 0.8747 1.042 -0.163 0.152
H 6.7659 6.3095 0.9252 -0.200 0.414 0.198
H 7.2321 4.5712 -0.2398 0.916 -0.321 -0.403
H 5.9098 4.1802 0.6630 -0.138 -0.677 0.608
H 8.8194 3.0584 1.1878 0.532 1.062 -0.001
H 7.4551 2.3079 0.6899 -0.767 -0.572 0.131
H 9.0944 1.9742 3.2846 0.420 -0.514 -0.145
H 7.7291 0.9220 2.7475 0.002 -0.271 0.296
H 7.7499 1.8290 4.3570 -0.440 -0.245 -0.244
C -4.5950 -4.4394 1.9804 -0.225 0.825 -0.522
O -5.1681 -4.4380 0.5915 2.510 0.526 1.076
C -6.4050 -5.0810 0.5069 -0.072 -1.549 -0.240
C -6.8605 -5.5402 -0.9109 -0.665 0.450 0.407
N -5.8040 -6.0482 -1.7617 1.298 -1.327 -0.560
C -5.3121 -7.4235 -1.2987 -0.294 0.984 2.005
C -5.6108 -8.6369 -2.1220 0.942 0.729 -1.391
O -6.9652 -8.8968 -2.1714 -1.485 -0.372 -0.451
C -7.3276 -9.8495 -3.1878 0.673 -0.429 0.431
H -3.5133 -4.5521 2.0527 0.135 -0.344 -1.107
H -4.9685 -5.1780 2.6898 -0.640 -0.218 -0.582
H -4.7217 -3.4572 2.4356 -0.600 0.104 -0.120
H -7.1216 -4.3857 0.9441 -0.613 -0.681 0.207
H -6.2404 -6.0353 1.0073 -0.742 0.144 0.845
H -7.4872 -4.7366 -1.2976 0.709 0.405 -0.945
H -7.6002 -6.3406 -0.8957 -0.288 -0.144 1.208
H -6.1952 -6.2736 -2.6653 -0.276 0.424 -0.275
H -5.7634 -7.6397 -0.3304 -0.308 0.193 0.234
H -4.2576 -7.3760 -1.0267 0.192 0.037 -0.527
H -5.0370 -9.5115 -1.8157 0.108 -0.046 0.496
H -5.2214 -8.4006 -3.1123 -0.001 -0.135 -0.706
H -7.5387 -9.4183 -4.1664 -0.105 0.440 0.133
H -8.1574 -10.4788 -2.8661 -0.156 0.471 0.187
H -6.4996 -10.5429 -3.3350 0.189 -0.091 -0.019
```
Forces are in eV/Å.

Calculated values
Orbital gap in hartree: 0.1007
ΔE to the lowest compared entry with this formula, charge and spin in kcal per mole: 240.2
Charge: +1
Highest occupied orbital energy in eV: -7.92

***

# 2
ORCA calculation (wB97M-V/def2-TZVPD) on 3 unconnected molecules or ions with the total composition C24H51IO7P2 in a non-equilibrium geometry.

```
85
Properties=species:S:1:pos:R:3:forces:R:3
C 1.9556 -3.6830 -1.5399 -0.451 -0.268 0.223
C 0.3557 -3.2120 -1.6641 0.441 -1.663 -1.999
P -0.0107 -1.5691 -0.7650 1.018 -0.352 1.281
C 0.8822 -0.0726 -1.5436 0.606 1.035 -0.394
C 1.0286 1.0615 -0.3231 -0.097 -0.913 0.512
C -1.8725 -1.2676 -0.4796 0.083 0.638 -0.996
C -2.9190 -1.3400 -1.7680 -0.008 1.788 0.777
C -2.3792 -1.9115 -3.2051 0.246 -1.604 0.196
C -3.4251 -1.7651 -4.4568 0.217 0.561 -0.568
C -4.6098 -0.6512 -4.2553 -0.393 0.189 -1.355
C -4.0875 0.9191 -4.3254 -1.052 0.288 0.704
C -4.9813 1.7242 -3.1634 0.098 -1.199 -1.141
O -5.0306 3.1614 -3.4735 0.416 -1.257 2.439
C -5.0510 3.9968 -2.2626 -0.306 1.121 -0.033
C -4.1434 -2.0921 -0.9789 -4.253 0.738 -0.341
O -5.4616 -1.8845 -0.9389 8.860 -1.812 -0.258
O -3.3941 -3.1260 -0.1905 -1.396 2.655 0.705
C -2.4738 -2.3090 0.6683 -0.250 0.889 -1.611
I -1.0176 -3.5976 1.7439 -0.871 0.198 -0.595
P -3.4733 -1.1936 1.8929 -1.372 0.218 -0.128
C -4.8730 -2.3158 2.6253 -0.332 -1.102 0.263
C -2.3454 -0.5000 3.2779 0.693 0.551 0.886
H 2.1590 -4.6615 -2.1921 -0.643 2.229 1.325
H 2.6664 -2.8341 -1.9305 -1.333 -1.683 0.968
H 2.1727 -3.9854 -0.4168 -0.260 0.910 -2.315
H -0.2807 -4.1225 -1.2286 1.154 2.313 -0.804
H 0.1272 -3.1665 -2.8279 0.395 -0.131 2.374
H 1.9988 -0.4055 -1.7949 -2.551 0.562 0.305
H 0.3579 0.3756 -2.5029 1.210 -0.766 1.890
H 1.2710 2.1321 -0.7293 -0.661 -2.086 0.726
H 1.9102 0.7309 0.4082 -1.916 0.662 -1.711
H 0.0399 1.0212 0.3443 2.144 0.472 -1.502
H -1.9453 -0.1311 -0.1472 0.296 -2.498 -0.238
H -3.0969 -0.1785 -1.9597 -0.369 -2.656 0.358
H -1.3350 -1.4140 -3.4820 -2.346 -0.783 0.894
H -2.1445 -3.0773 -3.1006 -0.451 2.549 -0.083
H -3.8663 -2.8203 -4.7625 0.774 2.251 0.873
H -2.7777 -1.4075 -5.3933 -1.444 -0.797 1.956
H -5.2783 -0.7998 -3.3048 1.544 0.044 -1.661
H -5.3447 -0.7756 -5.1875 1.510 0.149 2.061
H -4.4041 1.4346 -5.3529 1.022 -1.259 2.194
H -2.9198 1.0048 -4.1259 -2.502 -0.047 -0.483
H -6.0710 1.2675 -3.2375 2.087 0.992 0.275
H -4.5442 1.4585 -2.1093 -0.831 0.810 -1.832
H -4.1598 4.7577 -2.3492 -1.663 -1.511 0.340
H -6.0470 4.6181 -2.2657 1.848 -1.172 0.057
H -5.0025 3.4096 -1.2514 0.044 0.916 -2.037
H -4.4132 -3.3547 2.9426 -1.102 2.027 -0.362
H -5.4099 -1.7765 3.5243 1.356 -1.051 -1.678
H -5.7278 -2.5274 1.8229 2.166 0.629 1.488
H -2.7911 -0.6691 4.3645 0.918 0.127 -2.347
H -2.2923 0.6772 3.1142 -0.122 -2.587 0.251
H -1.2527 -0.9149 3.2166 -2.050 0.732 0.220
C 2.0434 -0.1075 3.9329 -0.101 0.067 -0.185
O 0.9525 0.8074 3.9247 0.258 -0.029 0.413
C 0.5765 1.2145 5.2439 -0.024 0.409 -0.452
C 1.1146 2.6111 5.5699 0.281 -0.466 0.299
O 2.5428 2.6095 5.6598 -0.294 0.035 -0.452
C 3.1577 3.1330 4.4875 0.105 -0.035 0.229
H 2.4214 -0.1996 2.9108 -0.175 0.030 0.074
H 2.8591 0.2372 4.5741 -0.062 0.004 0.029
H 1.6989 -1.0896 4.2692 0.096 -0.069 0.036
H 0.9080 0.4807 5.9895 0.057 0.145 -0.079
H -0.5175 1.2457 5.2676 -0.002 0.012 0.034
H 0.7339 2.9143 6.5505 -0.023 -0.020 -0.032
H 0.7697 3.3478 4.8335 0.042 -0.165 -0.002
H 3.0391 4.2208 4.4641 0.008 0.018 -0.126
H 2.7391 2.6968 3.5771 -0.053 0.005 0.022
H 4.2251 2.8982 4.5260 -0.154 0.017 0.116
C 4.8635 -0.9192 -0.7185 -0.100 0.111 -0.129
O 4.5836 0.4731 -0.8206 0.300 -0.150 0.329
C 5.0265 1.2008 0.3290 0.046 0.288 -0.540
C 6.3394 1.9384 0.0489 0.068 -0.503 0.368
O 7.4188 1.0201 -0.1503 -0.382 0.166 -0.339
C 7.7371 0.8522 -1.5276 0.146 -0.067 0.176
H 4.7115 -1.3726 -1.7021 -0.035 0.148 0.089
H 5.8948 -1.1054 -0.4069 -0.041 0.038 0.019
H 4.1734 -1.3832 -0.0081 0.024 -0.119 0.054
H 5.1248 0.5379 1.1980 0.098 0.047 -0.123
H 4.2510 1.9391 0.5565 0.016 0.019 0.024
H 6.5949 2.5455 0.9233 -0.043 -0.002 -0.013
H 6.2365 2.6134 -0.8100 -0.067 -0.153 0.051
H 8.2633 1.7390 -1.8945 -0.033 -0.012 -0.120
H 6.8455 0.6753 -2.1342 -0.010 0.043 0.036
H 8.3996 -0.0124 -1.6236 -0.068 0.136 0.130
```
Forces are in eV/Å.

Calculated values
Orbital gap in hartree: 0.2694
SMILES string: CCP(CC)[C@H]1[C@@H](CCCCCOC)C(=O)O[C@]1(I)P(C)C.COCCOC.COCCOC
Highest occupied orbital energy in eV: -7.57

***

# 3
ORCA calculation (wB97M-V/def2-TZVPD) on 6 unconnected molecules or ions with the total composition C29H33N6O5P in a non-equilibrium geometry.

```
74
Properties=species:S:1:pos:R:3:forces:R:3
N -0.6287 -4.2233 -0.2493 0.000 0.722 -0.316
C -0.5538 -3.4917 1.0326 0.250 -0.766 0.855
C -1.8648 -2.7903 1.4330 -0.959 -0.227 -2.360
O -2.4742 -3.1249 2.6908 -0.241 0.054 -0.115
C -3.6202 -2.3186 2.6393 5.163 1.310 -0.964
O -4.6972 -2.6143 2.8818 -3.284 -0.813 1.116
O -3.1603 -1.0943 2.2164 -1.268 0.279 -0.519
C -2.0478 -1.2538 1.3081 0.918 -0.225 0.949
P -0.7849 -0.0344 2.0289 -0.308 2.026 1.634
O 0.6405 -0.7971 2.4557 -0.560 -0.297 -1.148
O -0.4256 0.9652 0.7300 0.050 -2.424 0.206
H -1.5289 -4.1067 -0.7090 0.065 -0.102 0.241
H 0.0426 -3.8128 -0.8957 -0.144 -0.219 0.109
H 0.3301 -2.8341 0.9925 -0.531 -0.002 0.224
H -0.3542 -4.2543 1.8172 -0.081 0.540 -0.216
H -2.6393 -3.1698 0.7179 0.697 -0.016 0.027
H -2.3266 -0.8355 0.3246 -0.039 -0.688 0.211
H 0.4916 -1.6382 2.9171 0.103 0.229 -0.052
H -0.3554 0.3753 -0.0490 0.251 0.735 -0.259
C 1.8787 1.2825 -4.3796 0.210 0.070 -0.046
C 0.5077 1.3930 -4.5421 -0.001 -0.099 0.060
C -0.3146 0.6706 -3.6908 -0.074 -0.179 0.210
N 0.1404 -0.1314 -2.7201 0.138 0.224 -0.022
C 1.4670 -0.2235 -2.5842 -0.175 -0.082 0.079
C 2.3728 0.4581 -3.3805 -0.106 0.000 -0.013
H 2.5525 1.8332 -5.0253 -0.097 0.011 -0.056
H 0.0857 2.0262 -5.3110 -0.013 -0.010 0.024
H -1.3943 0.7275 -3.7759 0.020 0.063 -0.048
H 1.8083 -0.8820 -1.7917 0.082 0.030 -0.016
H 3.4372 0.3465 -3.2225 -0.024 -0.020 0.025
C -4.0667 -3.8513 5.8144 0.030 0.044 -0.018
C -5.4439 -3.7670 5.6907 -0.015 -0.023 0.100
C -6.2237 -4.5594 6.5193 -0.013 -0.150 0.173
N -5.7264 -5.4023 7.4274 0.136 0.141 -0.154
C -4.3981 -5.4679 7.5275 -0.187 -0.101 0.093
C -3.5283 -4.7178 6.7516 -0.034 0.035 -0.033
H -3.4202 -3.2502 5.1887 0.007 -0.033 0.030
H -5.9022 -3.1044 4.9708 0.008 -0.037 0.003
H -7.3065 -4.5263 6.4623 0.012 0.045 -0.054
H -4.0227 -6.1624 8.2718 0.063 0.027 -0.020
H -2.4577 -4.8109 6.8779 -0.019 -0.020 0.015
C -2.7323 4.1944 -0.7572 -0.098 0.018 0.090
C -3.5490 5.0044 -1.5309 0.073 -0.039 -0.031
C -3.1420 5.3048 -2.8236 0.136 -0.025 -0.166
N -2.0055 4.8612 -3.3672 -0.148 -0.028 0.263
C -1.2354 4.0881 -2.5987 0.065 0.144 -0.412
C -1.5493 3.7267 -1.3032 0.045 -0.116 0.178
H -3.0137 3.9323 0.2556 0.016 0.002 -0.022
H -4.4811 5.3933 -1.1429 0.009 0.007 -0.034
H -3.7505 5.9309 -3.4675 -0.042 0.005 0.061
H -0.3164 3.7412 -3.0591 0.011 -0.015 0.052
H -0.8785 3.0902 -0.7407 -0.042 0.013 0.038
C 4.4244 -0.0039 5.7705 0.017 0.076 0.073
C 4.0758 0.3950 4.4909 0.024 -0.036 0.045
C 3.8090 -0.5854 3.5480 -0.012 -0.217 -0.141
N 3.8715 -1.8950 3.8004 0.010 0.187 0.197
C 4.2111 -2.2571 5.0397 -0.061 -0.091 -0.201
C 4.4941 -1.3580 6.0558 -0.002 0.035 -0.026
H 4.6394 0.7312 6.5365 -0.007 -0.017 -0.016
H 4.0112 1.4426 4.2290 -0.017 -0.026 -0.023
H 3.5285 -0.3225 2.5343 -0.021 0.074 0.040
H 4.2559 -3.3269 5.2146 0.015 0.023 0.067
H 4.7623 -1.7092 7.0433 -0.005 -0.021 -0.026
C 4.9625 4.4932 -8.8036 0.065 0.057 -0.069
C 3.5909 4.6015 -8.9628 0.046 -0.020 0.022
C 2.7724 3.8768 -8.1113 -0.117 -0.151 0.175
N 3.2290 3.0753 -7.1461 0.213 0.149 -0.140
C 4.5543 2.9849 -7.0117 -0.220 -0.078 0.084
C 5.4592 3.6689 -7.8073 -0.019 0.010 -0.020
H 5.6364 5.0443 -9.4480 -0.015 -0.012 0.016
H 3.1646 5.2340 -9.7298 -0.021 -0.016 0.025
H 1.6926 3.9322 -8.1961 0.018 0.047 -0.054
H 4.8968 2.3250 -6.2210 0.079 0.024 -0.024
H 6.5238 3.5583 -7.6510 -0.024 -0.018 0.018
```
Forces are in eV/Å.

Calculated values
Orbital gap in hartree: 0.3390
ΔE to the lowest compared entry with this formula, charge and spin in kcal per mole: 27.1
SMILES string: NC[C@H]1OC(=O)O[C@H]1P(O)O.c1ccncc1.c1ccncc1.c1ccncc1.c1ccncc1.c1ccncc1
Highest occupied orbital energy in eV: -8.78